Computed, not measured: a structure of composition C42H36Br2InN6O6PS6, with ωB97M-V/def2-TZVPD.

Each line ends with the Mulliken charge.
Positions of all 100 atoms, in Å:
In 1.498 0.413 0.606  1.804
C -0.291 1.078 -7.132  -1.662
C 0.311 0.499 -5.884  1.025
C 1.652 0.689 -5.580  -0.949
C 2.213 0.151 -4.428  -0.262
C 1.417 -0.579 -3.563  0.113
C 0.073 -0.789 -3.849  0.042
C -0.468 -0.252 -5.002  -0.931
S 2.156 -1.322 -2.134  1.555
O 3.274 -0.479 -1.770  -0.686
O 2.419 -2.690 -2.484  -0.716
N 1.058 -1.153 -0.960  0.189
C 0.172 -2.183 -0.649  -0.011
C -0.141 -3.275 -1.422  -0.836
C -1.113 -4.211 -1.006  -1.195
C -1.793 -4.067 0.166  -1.050
C -1.513 -2.947 0.984  1.383
C -2.188 -2.696 2.199  -1.197
C -1.882 -1.591 2.937  -1.181
C -0.871 -0.731 2.468  -0.394
N -0.231 -0.942 1.344  1.443
C -0.533 -2.023 0.584  -0.178
H 0.402 1.760 -7.622  0.362
H -1.205 1.629 -6.909  0.355
H -0.548 0.291 -7.842  0.370
H 2.270 1.275 -6.250  0.350
H 3.256 0.310 -4.195  0.563
H -0.550 -1.349 -3.165  -0.001
H -1.518 -0.407 -5.222  0.415
H 0.375 -3.441 -2.357  0.736
H -1.311 -5.059 -1.648  0.417
H -2.543 -4.780 0.478  0.483
H -2.952 -3.392 2.527  0.515
H -2.387 -1.360 3.864  0.597
H -0.593 0.152 3.027  -0.235
O -1.073 3.283 6.383  -0.594
C -0.501 2.920 5.393  0.623
S -0.843 3.527 3.764  -0.133
C 0.353 2.561 2.917  0.502
C 1.110 1.742 3.669  -0.545
S 2.232 0.535 3.067  -0.387
S 0.800 1.714 5.394  -0.152
S 0.397 2.677 1.172  -0.502
Br 7.592 3.515 -1.139  -0.163
C 5.945 2.775 -0.609  -0.329
C 5.824 2.159 0.620  -1.110
C 4.594 1.609 0.942  -0.440
N 3.543 1.651 0.133  0.257
C 3.657 2.289 -1.036  0.984
C 4.851 2.858 -1.452  -0.951
C 2.410 2.422 -1.845  0.205
C 2.325 3.248 -2.956  -0.568
C 1.106 3.338 -3.604  -0.727
Br 0.951 4.402 -5.150  -0.101
C 0.007 2.648 -3.131  -0.507
C 0.192 1.845 -2.018  -0.953
N 1.365 1.728 -1.410  0.987
H 6.651 2.098 1.311  0.501
H 4.430 1.121 1.893  0.558
H 4.940 3.351 -2.406  0.506
H 3.170 3.816 -3.313  0.512
H -0.957 2.715 -3.609  0.568
H -0.628 1.275 -1.593  0.643
S -6.956 0.417 0.498  -0.245
C -5.200 0.472 0.287  1.013
C -4.652 -0.316 -0.720  -1.092
C -3.284 -0.264 -0.925  -0.220
N -2.455 0.486 -0.206  0.154
C -2.991 1.240 0.750  -0.762
C -4.348 1.272 1.034  -0.583
C -7.132 1.134 2.112  0.008
C -6.813 0.415 3.256  0.013
C -6.989 1.022 4.489  -0.368
N -7.457 2.257 4.646  -0.593
C -7.762 2.934 3.546  -0.355
C -7.618 2.424 2.262  -0.049
H -5.270 -0.972 -1.317  0.449
H -2.831 -0.890 -1.688  0.281
H -2.297 1.854 1.314  0.174
H -4.712 1.907 1.829  0.468
H -6.434 -0.595 3.185  0.428
H -6.747 0.484 5.398  0.375
H -8.138 3.939 3.689  0.368
H -7.877 3.019 1.398  0.404
C 5.305 -1.578 2.701  -0.507
O 4.424 -2.632 2.337  -0.408
P 3.044 -2.324 1.533  0.752
O 3.197 -3.151 0.186  0.006
C 3.470 -4.548 0.101  -0.936
O 2.042 -3.321 2.321  -0.372
C 1.776 -3.127 3.708  -0.720
H 6.038 -2.001 3.385  0.326
H 4.768 -0.771 3.204  0.186
H 5.823 -1.190 1.821  0.255
H 3.582 -4.771 -0.957  0.251
H 2.640 -5.119 0.517  0.272
H 4.391 -4.787 0.635  0.314
H 1.525 -2.084 3.916  0.243
H 2.644 -3.421 4.299  0.299
H 0.932 -3.768 3.955  0.252

- Total charge: 0
- Relative energy (zero: lowest compared OMol25 entry of this formula, charge and spin): 0.0 kcal per mole
- Gap between HOMO and LUMO: 0.2290 Ha


Computed, not measured: a structure of composition C42H36CrF3N5O5P, with ωB97M-V/def2-TZVPD.

Each line ends with the Mulliken charge.
Positions of all 93 atoms, in Å:
Cr 0.201 1.890 -0.655  -0.691
O 3.027 6.398 -3.250  -0.531
C 3.556 5.270 -3.623  0.408
O 4.503 5.276 -4.383  -0.605
C 3.049 3.989 -3.031  0.223
C 3.402 2.719 -3.409  -0.402
N 2.661 1.838 -2.659  0.084
N 1.885 2.454 -1.825  0.195
C 2.035 3.748 -1.985  -0.015
C 1.105 4.643 -1.198  0.827
O 1.265 5.844 -1.309  -0.800
O 0.294 3.931 -0.463  -0.552
H 2.335 6.304 -2.489  0.444
H 4.044 2.350 -4.181  0.546
H 2.518 0.835 -2.647  0.122
F -9.123 0.560 -2.278  -0.250
C -8.715 1.531 -1.432  0.889
F -9.248 1.279 -0.227  -0.261
F -9.304 2.689 -1.790  -0.287
C -7.209 1.598 -1.401  0.185
C -6.498 2.698 -1.881  -0.736
C -5.111 2.815 -1.677  -0.682
C -4.430 1.711 -1.201  0.482
C -5.102 0.598 -0.763  -0.034
C -6.489 0.548 -0.863  -0.937
C -2.969 1.810 -1.114  0.139
C -1.777 1.733 -0.889  -0.100
H -6.959 3.541 -2.351  0.423
H -4.602 3.732 -1.907  0.529
H -4.551 -0.298 -0.356  0.452
H -6.924 -0.316 -0.449  0.495
N 0.716 0.031 -0.848  0.751
P 0.171 -1.405 -0.814  0.243
C -1.574 -1.692 -1.429  0.379
C -1.967 -1.179 -2.708  -0.401
C -3.277 -1.293 -3.136  -0.663
C -4.160 -2.078 -2.437  -0.333
C -3.793 -2.697 -1.262  -0.893
C -2.514 -2.462 -0.717  -0.216
C 0.077 -2.146 0.873  0.190
C 0.901 -3.152 1.287  -0.288
C 0.922 -3.597 2.583  -0.791
C 0.152 -2.930 3.552  -0.502
C -0.638 -1.859 3.207  -1.007
C -0.682 -1.433 1.850  0.238
C 1.203 -2.656 -1.702  -0.093
C 0.724 -3.820 -2.238  -0.353
C 1.627 -4.724 -2.761  -0.939
C 2.987 -4.412 -2.807  -0.279
C 3.518 -3.207 -2.336  -1.084
C 2.580 -2.377 -1.753  0.718
H -1.245 -0.596 -3.289  0.312
H -3.499 -0.836 -4.091  0.466
H -5.169 -2.363 -2.821  0.325
H -4.473 -3.344 -0.721  0.408
H -2.246 -2.730 0.304  0.371
H 1.678 -3.628 0.653  0.121
H 1.664 -4.335 2.900  0.490
H 0.300 -3.235 4.591  0.348
H -1.169 -1.274 3.985  0.346
H -1.221 -0.513 1.649  0.530
H -0.338 -4.123 -2.206  0.345
H 1.393 -5.690 -3.166  0.441
H 3.685 -5.175 -3.285  0.269
H 4.552 -2.956 -2.361  0.509
H 2.925 -1.437 -1.263  -0.214
C 4.039 -0.326 0.941  -0.138
C 4.123 0.581 2.187  -1.536
N 3.507 -0.121 3.396  0.313
C 4.448 -0.992 4.148  -0.866
C 4.165 -2.479 4.116  -0.851
C 2.337 0.171 3.991  0.357
O 2.066 -0.294 5.098  -0.711
C 1.414 1.183 3.332  0.112
C 0.484 1.876 4.139  -0.538
C -0.494 2.660 3.532  -0.882
C -0.703 2.580 2.153  -0.625
N 0.184 1.952 1.390  0.886
C 1.148 1.254 1.965  -0.357
H 4.144 0.339 0.063  0.378
H 3.079 -0.860 0.852  -0.267
H 4.860 -1.081 0.889  0.473
H 3.620 1.520 2.002  0.590
H 5.157 0.757 2.466  0.495
H 4.551 -0.585 5.155  0.465
H 5.485 -0.947 3.698  0.398
H 3.350 -2.723 4.851  0.193
H 5.036 -3.026 4.493  0.435
H 3.692 -2.774 3.189  0.084
H 0.567 1.834 5.214  0.522
H -1.224 3.223 4.156  0.346
H -1.462 3.186 1.710  0.476
H 1.754 0.697 1.275  0.949

- Spin multiplicity: 4
- Total charge: 0
- Gap between HOMO and LUMO (spin up / spin down): 0.2898 / 0.3023 Ha
- ⟨S²⟩: 3.79


no.,E_tot (eV)
1,-284927.38835
2,-107689.29274